Molecular formula: C7H8N2O
Method: DFT, ωB97M-V/def2-TZVPD

As for the SMILES: CC(=O)Nc1ccncc1. The multiplicity is 1. The value obtained for the molar mass is 136.154 g mol⁻¹. As for the LUMO energy: 0.5 eV. The calculation puts the gap between HOMO and LUMO at 0.3513 Eh. Its total energy is -456.11026 Ha.

Each atom is followed by the atoms it is bonded to, with distances in Å.
Element x y z (Å)
1 C -2.0064 0.7425 1.0397  C2 1.541, H8 0.883, H9 1.064, H10 1.009
2 C -2.2924 -0.1455 -0.1871  C1 1.541, N16 1.466, O18 1.167
3 C 0.1225 -0.4153 -0.5423  C4 1.510, C7 1.438, N16 1.313
4 C 1.1282 -1.3827 0.0336  C3 1.510, C5 1.386, H12 0.942
5 C 2.4413 -0.9817 0.2226  C4 1.386, H13 1.305, N17 1.361
6 C 2.0060 1.1048 -0.5885  C7 1.361, H14 1.082, N17 1.396
7 C 0.6834 0.8802 -0.8158  C3 1.438, C6 1.361, H15 1.325
8 H -2.7010 1.1384 1.4156  C1 0.883
9 H -1.4492 0.1360 1.7126  C1 1.064
10 H -1.4713 1.5218 0.6883  C1 1.009
11 H -1.3803 -1.5909 -0.5218  N16 0.858
12 H 0.9875 -2.3140 0.0454  C4 0.942
13 H 3.4120 -1.6527 0.7794  C5 1.305
14 H 2.2467 2.1591 -0.5593  C6 1.082
15 H -0.2267 1.7114 -1.3025  C7 1.325
16 N -1.1127 -0.8082 -0.7500  C2 1.466, C3 1.313, H11 0.858
17 N 2.9584 0.2523 -0.0269  C5 1.361, C6 1.396
18 O -3.3461 -0.3555 -0.6429  C2 1.167

natural (NBO) population analysis, charges in e, atoms 1 to 8: number 1, C, carries -0.6672; number 2, C, carries 0.7148; number 3, C, carries 0.2320; number 4, C, carries -0.3266; number 5, C, carries 0.0588; number 6, C, carries 0.0126; number 7, C, carries -0.2950; number 8, H, carries 0.2009